This record from the OMol25 dataset describes a cluster of 2 separate species, CH3N2O in total. The level of theory is the ωB97M-V functional and the def2-TZVPD basis.

Largest force on an atom in eV/A: 4.19
Relative energy (zero: lowest compared OMol25 entry of this formula, charge and spin) in kcal per mole: 66.8
Molecular weight in g/mol: 59.05
Total charge: +1
LUMO energy (spin up / spin down) in eV: -7.060 / -7.060
Orbital gap (spin up / spin down) in eV: 9.575 / 9.575

The geometry in XYZ format:
```
7
Properties=species:S:1:pos:R:3:forces:R:3
C -0.116 -0.388 -0.030 -0.2 1.6 1.9
N 0.882 0.440 -0.034 -0.5 -4.0 -1.2
N 2.832 0.485 -0.034 0.4 -0.4 -0.1
O 3.301 -0.498 0.046 -0.3 0.3 -0.1
H -0.162 -1.493 -0.281 0.5 1.6 0.0
H -0.984 0.137 0.514 0.5 -1.5 -1.3
H 0.635 1.310 0.306 -0.4 2.5 0.8
```
Forces are in eV/Å.

=====

This record from the OMol25 dataset describes a structure of composition C49H39BrIN4O5PSW. The level of theory is the ωB97M-V functional and the def2-TZVPD basis.

Largest force on an atom in eV/A: 0.58
2S+1: 3
Relative energy (zero: lowest compared OMol25 entry of this formula, charge and spin) in kcal per mole: 3.5
Molecular weight in g/mol: 1217.56
Total charge: +2
LUMO energy (spin up / spin down) in eV: -6.585 / -6.516
Orbital gap (spin up / spin down) in eV: 6.901 / 6.982

The geometry in XYZ format:
```
102
Properties=species:S:1:pos:R:3:forces:R:3
W 0.324 0.514 0.540 0.4 0.2 0.4
O -1.180 0.850 -0.762 -0.1 -0.1 -0.1
P -2.055 1.928 -1.485 0.1 -0.1 -0.1
C -2.600 1.193 -3.017 0.0 0.1 0.0
C -2.534 1.885 -4.225 0.0 0.0 0.0
C -3.033 1.301 -5.381 0.0 0.0 0.0
C -3.600 0.038 -5.334 0.0 0.0 0.0
C -3.688 -0.648 -4.127 0.0 0.0 0.0
C -3.198 -0.069 -2.971 0.0 0.0 0.0
C -3.488 2.252 -0.481 0.0 0.0 0.0
C -3.692 1.551 0.705 0.0 0.0 0.0
C -4.879 1.716 1.405 0.0 0.0 0.0
C -5.851 2.581 0.925 0.0 0.0 0.0
C -5.647 3.285 -0.257 0.0 0.0 0.0
C -4.472 3.118 -0.967 0.0 0.0 0.0
C -1.120 3.397 -1.833 0.0 0.0 0.0
C -1.408 4.608 -1.207 0.0 0.0 0.0
C -0.622 5.720 -1.469 0.0 0.0 0.0
C 0.449 5.622 -2.346 0.0 0.0 0.0
C 0.743 4.414 -2.969 0.0 0.0 0.0
C -0.038 3.301 -2.716 0.0 0.0 0.0
H -2.099 2.874 -4.270 0.0 0.0 0.0
H -2.981 1.839 -6.318 0.0 0.0 0.0
H -3.989 -0.413 -6.237 0.0 0.0 0.0
H -4.154 -1.623 -4.090 0.0 0.0 0.0
H -3.323 -0.582 -2.024 0.0 0.0 0.0
H -2.933 0.877 1.083 0.0 0.0 0.0
H -5.041 1.169 2.324 0.0 0.0 0.0
H -6.776 2.707 1.470 0.0 0.0 0.0
H -6.410 3.955 -0.628 0.0 0.0 0.0
H -4.328 3.647 -1.903 0.0 0.0 0.0
H -2.236 4.683 -0.515 0.0 0.0 0.0
H -0.848 6.663 -0.990 0.0 0.0 0.0
H 1.058 6.493 -2.549 0.0 0.0 0.0
H 1.578 4.343 -3.652 0.0 0.0 0.0
H 0.191 2.362 -3.206 0.0 0.0 0.0
O 3.666 -2.013 -5.917 0.0 0.0 0.0
C 4.332 -1.796 -4.767 0.1 0.1 0.0
O 5.384 -2.319 -4.551 0.0 0.0 0.0
C 3.690 -0.869 -3.772 0.0 0.0 0.0
C 4.531 -0.126 -2.951 0.0 0.0 0.0
C 4.001 0.688 -1.967 0.0 0.0 0.0
C 2.624 0.727 -1.776 0.0 0.0 0.0
S 2.011 1.723 -0.432 -0.1 0.0 0.0
C 1.774 0.002 -2.604 0.0 0.0 0.0
C 2.312 -0.792 -3.605 0.0 0.0 0.0
H 2.930 -1.398 -6.018 0.0 0.0 0.0
H 5.601 -0.209 -3.087 0.0 0.0 0.0
H 4.653 1.277 -1.334 0.0 0.0 0.0
H 0.700 0.041 -2.464 0.0 0.0 0.0
H 1.648 -1.384 -4.225 0.0 0.0 0.0
Br -2.926 4.961 2.397 0.0 0.0 0.0
C -2.723 3.418 3.461 0.0 0.0 0.0
C -3.690 3.152 4.422 0.0 0.0 0.0
C -3.562 2.048 5.248 0.0 0.0 0.0
C -2.460 1.212 5.138 0.0 0.0 0.0
C -1.483 1.471 4.190 0.0 0.0 0.0
C -1.636 2.560 3.346 0.0 0.1 0.0
I -0.125 2.950 1.937 -0.2 0.0 0.0
H -4.531 3.824 4.525 0.0 0.0 0.0
H -4.317 1.857 5.999 0.0 0.0 0.0
H -2.343 0.373 5.811 0.0 0.0 0.0
H -0.581 0.877 4.150 0.1 0.0 0.0
O 1.872 0.435 4.290 -0.1 0.0 -0.1
C 2.030 -0.366 3.409 -0.1 0.1 0.1
N 2.801 -1.487 3.385 0.0 0.0 0.0
C 2.752 -2.241 2.132 0.0 0.0 0.0
C 1.847 -1.297 1.378 0.0 -0.1 -0.1
O 1.435 -1.311 0.179 -0.2 0.0 -0.2
N 1.377 -0.320 2.136 0.2 0.0 -0.1
C 1.938 -3.536 2.244 0.0 0.0 0.0
C 1.706 -4.281 1.090 0.0 0.0 0.0
C 0.938 -5.432 1.151 0.0 0.0 0.0
C 0.400 -5.849 2.363 0.0 0.0 0.0
C 0.631 -5.108 3.511 0.0 0.0 0.0
C 1.392 -3.946 3.452 0.0 0.0 0.0
C 4.125 -2.394 1.501 0.0 0.0 0.0
C 4.806 -3.602 1.557 0.0 0.0 0.0
C 6.090 -3.697 1.036 0.0 0.0 0.0
C 6.693 -2.589 0.461 0.0 0.0 0.0
C 6.015 -1.378 0.413 0.0 0.0 0.0
C 4.736 -1.281 0.933 0.0 0.0 0.0
H 3.478 -1.670 4.109 0.0 0.0 0.0
H 2.140 -3.968 0.148 0.0 0.0 0.0
H 0.775 -6.016 0.255 0.0 0.0 0.0
H -0.183 -6.759 2.412 0.0 0.0 0.0
H 0.231 -5.438 4.461 0.0 0.0 0.0
H 1.569 -3.376 4.355 0.0 0.0 0.0
H 4.339 -4.473 2.000 0.0 0.0 0.0
H 6.617 -4.640 1.080 0.0 0.0 0.0
H 7.691 -2.667 0.053 0.0 0.0 0.0
H 6.491 -0.510 -0.025 0.0 0.0 0.0
H 4.217 -0.326 0.905 0.0 0.0 0.0
N -1.805 -1.729 0.241 0.0 0.0 0.0
C -2.346 -2.853 0.724 0.0 0.0 0.0
C -2.041 -2.912 2.068 0.0 0.0 0.0
C -1.296 -1.763 2.316 0.0 0.0 0.0
N -1.157 -1.038 1.202 0.0 0.0 0.0
H -1.830 -1.358 -0.696 0.0 0.0 0.0
H -2.902 -3.524 0.090 0.0 0.0 0.0
H -2.314 -3.681 2.768 0.0 0.0 0.0
H -0.857 -1.426 3.240 0.0 0.0 0.0
```
Forces are in eV/Å.

=====

This record from the OMol25 dataset describes the ion C4H12NOS with charge +1. The level of theory is the ωB97M-V functional and the def2-TZVPD basis.

Largest force on an atom in eV/A: 6.16
Relative energy (zero: lowest compared OMol25 entry of this formula, charge and spin) in kcal per mole: 57.7
Molecular weight in g/mol: 122.21
Structure (SMILES): CC[N@@H+](C)[C@H](O)S
Total charge: +1
LUMO energy in eV: -3.114
Orbital gap in eV: 10.768

The geometry in XYZ format:
```
19
Properties=species:S:1:pos:R:3:forces:R:3
C -0.706 -1.848 0.638 3.3 2.0 -0.4
C 0.464 0.976 1.177 0.2 2.1 2.1
C -1.302 -0.523 0.129 -2.5 -1.8 5.4
C 0.359 0.527 -1.232 3.4 -1.2 -2.4
N -0.398 0.654 0.080 1.2 -3.0 -2.3
O 1.636 -0.331 -1.152 -1.8 0.4 0.7
S 1.011 2.136 -1.751 -1.8 0.2 -1.0
H 0.179 -1.910 -0.050 -0.6 -1.3 0.9
H -0.324 -1.787 1.699 -0.3 0.4 -1.1
H -1.349 -2.685 0.672 -0.9 -0.7 -0.7
H 1.064 0.151 1.535 0.7 0.0 -0.8
H 0.951 2.020 1.015 -0.5 -2.3 0.2
H -0.224 1.082 2.000 -0.3 0.5 0.6
H -2.153 -0.416 0.926 1.3 1.0 -1.5
H -1.770 -0.566 -0.797 -0.7 -0.3 -1.7
H -0.342 0.147 -2.026 0.7 0.4 0.9
H -1.051 1.361 -0.106 -0.8 2.0 -0.2
H 1.864 -1.137 -1.721 -1.7 1.7 0.6
H 2.092 2.148 -1.036 1.0 -0.3 0.8
```
Forces are in eV/Å.

=====

This record from the OMol25 dataset describes a cluster of 2 separate species, C4H12N2 in total. The level of theory is the ωB97M-V functional and the def2-TZVPD basis.

Largest force on an atom in eV/A: 0.73
2S+1: 2
Relative energy (zero: lowest compared OMol25 entry of this formula, charge and spin) in kcal per mole: 9.4
Molecular weight in g/mol: 88.15
Total charge: -1
LUMO energy (spin up / spin down) in eV: 3.951 / 3.918
Orbital gap (spin up / spin down) in eV: 3.238 / 7.299

The geometry in XYZ format:
```
18
Properties=species:S:1:pos:R:3:forces:R:3
C -2.316 1.580 -1.862 -0.2 -0.1 -0.4
N -1.897 1.155 -0.643 0.6 0.0 0.5
H -1.650 2.169 -2.488 0.1 0.1 0.1
H -3.327 1.445 -2.258 0.0 -0.1 0.1
H -2.559 0.507 -0.229 -0.3 0.0 -0.1
C 1.452 0.270 -0.326 0.0 -0.1 0.4
C 0.452 -0.602 0.432 0.2 -0.4 0.4
C 1.125 -1.909 0.871 0.4 0.3 0.2
N -0.053 0.067 1.638 -0.2 0.2 -0.2
H 1.869 -0.239 -1.197 -0.1 0.1 -0.1
H 0.993 1.218 -0.594 -0.1 -0.1 -0.2
H 2.276 0.470 0.373 0.1 0.1 -0.1
H -0.423 -0.800 -0.181 0.0 0.1 -0.2
H 0.536 -2.427 1.626 -0.2 -0.1 -0.1
H 1.374 -2.596 0.058 -0.1 0.1 -0.1
H 2.078 -1.643 1.354 0.0 -0.1 0.0
H -0.652 0.827 1.306 -0.1 0.0 -0.1
H 0.721 0.509 2.123 0.1 0.0 0.0
```
Forces are in eV/Å.